Density functional theory data (ωB97M-V with the def2-TZVPD basis set) for a structure of composition C9H18Cl2N2OPd.

<S²> = 6.013
HOMO (alpha / beta) = -5.57 / -9.40 eV
LUMO level (alpha / beta) = 0.05 / -2.56 eV
max |F| = 0.1252 hartree/bohr
frontier orbital gap (alpha / beta) = 5.6 / 6.8 eV

```
! RIJCOSX wB97M-V def2-TZVPD def2/J DEFGRID3
* xyz 0 5
Pd -1.85365 0.70902 2.12091
Cl -2.62643 2.42499 3.19970
Cl 0.32631 1.67051 1.66445
O -1.23843 -1.04521 1.32357
N -0.61856 -1.94990 3.36059
N 0.57240 -2.42210 1.45022
C 2.27970 -0.32559 -0.53890
C -1.66230 -1.31856 4.12909
C -0.47284 -1.79229 2.03349
C -1.06364 1.32176 -1.66327
C 1.84868 0.26823 -2.97066
C -2.33189 0.87564 -1.74377
C 2.52177 -0.43762 -1.80179
C 1.22867 1.62980 -2.66772
C -0.28760 1.69383 -2.85435
H -2.95972 0.14020 -1.28552
H 1.39350 1.92053 -1.62604
H -0.54222 2.73659 -3.12199
H 1.19151 -2.96467 2.02203
H -0.57048 1.48823 -0.67513
H 2.84560 -0.87360 0.19696
H 3.28196 -1.13492 -2.18529
H -0.59169 1.02324 -3.66846
H -2.31245 1.99491 -1.55415
H 1.41748 0.30397 -0.20632
H 0.79864 -2.19010 0.49838
H 1.06005 -0.49284 -3.22909
H -1.25412 -0.94279 5.06867
H -0.09013 -2.67662 3.84287
H -2.48207 -2.00271 4.35913
H -2.11682 -0.46444 3.58050
H 2.65530 0.43842 -3.72126
H 1.65347 2.39406 -3.33682
*
```

---

Density functional theory data (ωB97M-V with the def2-TZVPD basis set) for a structure of composition C9H18F5I2IrOP2.

<S²> = 6.022
HOMO (alpha / beta) = -13.91 / -16.87 eV
LUMO level (alpha / beta) = -8.94 / -11.22 eV
max |F| = 0.1630 hartree/bohr
frontier orbital gap (alpha / beta) = 5.0 / 5.7 eV

```
! RIJCOSX wB97M-V def2-TZVPD def2/J DEFGRID3
* xyz 2 5
Ir -0.27561 0.22422 -0.39554
I 2.65012 0.65292 -0.44409
I -2.88164 0.30532 -0.64669
P -0.24153 -2.12642 -0.72484
P -0.24301 2.63794 -0.70118
F -0.35738 -1.90393 3.42011
F 2.15390 -2.08205 0.98938
F 1.72210 -0.30084 2.14755
F 1.02212 -0.56432 4.40954
F 1.79233 -2.39895 3.39556
O -0.95103 0.56298 2.51065
C -1.55503 -2.74711 -1.80953
C -0.75197 0.42582 1.36743
C 1.26595 -2.75695 -1.50529
C 0.87659 -1.43545 3.38085
C 1.27473 3.36331 -1.44529
C -0.50275 -3.01905 0.83795
C -0.45083 3.55894 0.87095
C 1.35294 -0.90898 0.87245
C -1.55007 3.32139 -1.79547
H -1.55689 2.74698 -2.72532
H -1.40583 3.28240 1.32987
H -0.43695 4.64404 0.69312
H -1.33493 4.37576 -2.02354
H 0.36586 3.30184 1.55350
H -1.31263 -3.80101 -2.01123
H -1.53175 -2.15646 -2.72922
H -0.43477 -4.09097 0.67215
H -2.51620 -2.63674 -1.29584
H 1.51300 -2.16675 -2.39350
H 1.11300 4.41770 -1.69553
H -1.42726 -2.71134 1.30864
H 1.11273 -3.82109 -1.72567
H 2.11001 3.26637 -0.73968
H 1.51370 2.80241 -2.35151
H 0.26998 -2.77988 1.57340
H -2.52689 3.23256 -1.30852
H 2.13588 -2.71463 -0.86561
*
```

---

Density functional theory data (ωB97M-V with the def2-TZVPD basis set) for a cluster of 2 separate species, C9H18FN2O3S in total.

HOMO = -4.11 eV
LUMO level = 2.67 eV
max |F| = 0.0248 hartree/bohr
frontier orbital gap = 6.8 eV

```
! RIJCOSX wB97M-V def2-TZVPD def2/J DEFGRID3
* xyz -1 1
S 0.53976 -1.95875 0.91861
F 3.70467 1.22414 2.53304
O 1.58114 -1.99590 1.90137
O -0.82027 -1.76048 1.37623
O 4.31378 0.04326 -0.53056
N -2.65780 -0.14333 -1.51436
N 2.25139 -0.95792 -0.83317
C 0.91602 -0.70462 -0.31203
C -3.22205 0.27104 -0.23004
C 0.55026 -3.45624 -0.01954
C 2.30917 1.19889 0.24265
C -1.38084 2.09887 0.17235
C 3.13605 0.10718 -0.34882
C 0.82921 0.73278 0.29006
C -0.09432 1.65333 -0.53604
C -2.32558 1.04141 0.74775
H -1.93675 2.79699 -0.46610
H 2.69632 1.44038 1.28282
H 0.46777 2.56283 -0.75560
H -1.77180 0.35671 1.38907
H -1.04109 2.69255 1.02740
H -3.00984 1.58334 1.41167
H -4.11957 0.85712 -0.44866
H 2.47800 2.08861 -0.37137
H -2.39933 0.65636 -2.07640
H 0.61701 0.70812 1.36005
H 0.23338 -0.88646 -1.14592
H -0.16807 -3.35057 -0.83246
H 2.25120 -0.82426 -1.83900
H -1.84135 -0.72252 -1.37075
H -0.28726 1.18377 -1.50468
H 1.54178 -3.64112 -0.42365
H -3.55897 -0.64251 0.26446
H 0.21799 -4.25298 0.64160
*
```

---

Density functional theory data (ωB97M-V with the def2-TZVPD basis set) for a cluster of 2 separate species, C9H18FN3O5PS in total.

HOMO = -10.22 eV
LUMO level = -3.79 eV
max |F| = 0.0834 hartree/bohr
frontier orbital gap = 6.4 eV

```
! RIJCOSX wB97M-V def2-TZVPD def2/J DEFGRID3
* xyz 1 1
S 3.83665 0.61794 0.31366
P -1.16032 1.04399 1.48299
F 1.01441 -1.94826 -0.52561
O 3.43905 1.46166 -0.74916
O -2.07340 -0.20113 1.06373
O -1.62527 2.19419 0.50373
O 5.11184 0.06994 0.06422
O -1.41765 1.40701 2.85376
N -3.44051 -0.62971 -1.66165
N 0.50695 0.72843 1.19628
N 2.73973 -0.79961 0.43624
C -4.38932 0.09857 -3.52517
C -3.61103 0.46924 -2.46181
C 3.91245 1.55973 1.82613
C -4.10933 -1.69589 -2.20085
C -4.70607 -1.27583 -3.35906
C 1.62083 -0.72932 -0.56674
C 0.85060 -0.39895 2.10461
C 2.18662 -1.08323 1.80217
C 0.63775 0.38149 -0.25214
H 0.80707 -0.00926 3.11642
H -5.30490 -1.88503 -4.01475
H 4.13725 0.91550 2.67118
H -4.69994 0.74100 -4.33179
H 2.91056 -0.89459 2.58643
H 2.01955 -0.57135 -1.56518
H -2.90666 -0.64666 -0.81184
H -2.00098 -0.92292 1.70826
H -0.31214 0.05990 -0.69086
H 2.01244 -2.15364 1.83945
H 0.07805 -1.17118 2.05610
H -4.10264 -2.65727 -1.71596
H 3.03322 2.17176 2.00480
H 4.78310 2.19756 1.68838
H -3.16579 1.41606 -2.20515
H -0.87317 2.51953 -0.01836
H 3.31048 -1.61690 0.18379
H 0.95054 1.23723 -0.84626
*
```